A single C23H32N2O molecule, computed with ωB97M-V/def2-TZVPD.

Calculated values
Energy above the lowest of the compared OMol25 structures with the same formula, charge and spin: 25.1 kJ/mol
LUMO: 0.68 eV
Maximum force: 0.50 eV/Å
Structure (SMILES): CCCN(CCC)c1ccc(CC(=O)N[C@@H](C)Cc2ccccc2)cc1
HOMO level: -7.594 eV
Charge: 0

Positions of all 58 atoms, in Å:
C1 -2.2806 1.6879 1.1912
H1 3.2443 -0.3375 -1.6780
C2 6.1315 0.3623 -0.0387
C3 -2.8127 -2.4615 1.6350
C4 -1.2157 2.5305 0.9541
H2 -4.5074 0.4915 2.3539
C5 0.5253 3.5483 -0.5389
H3 1.8190 -1.0730 0.2881
H4 8.3241 -2.1272 0.5981
H5 -2.4887 -2.2360 0.6224
H6 -4.7931 -2.3628 -0.5941
H7 0.4134 4.5076 -0.0311
H8 6.0304 1.4336 0.0574
H9 1.1078 1.1256 -0.7207
H10 3.5900 1.3674 0.8387
H11 -2.0160 -3.0047 2.1377
O1 2.6757 3.5250 0.5605
H12 -0.7961 3.0976 1.7728
C6 2.9816 0.7440 0.1749
H13 -6.6727 -1.7224 -2.1112
C7 -2.8562 0.9356 0.1574
H14 -3.6880 -3.1062 1.5868
H15 8.0861 0.3190 0.8238
N1 -3.9081 0.0741 0.3770
C8 5.2376 -1.7484 -0.7212
H16 -5.5180 -1.0214 -3.2441
H17 -2.7013 0.5245 -1.9535
H18 1.8551 -0.1399 1.7882
H19 0.6684 3.7413 -1.6051
H20 6.4932 -3.4485 -0.3972
N2 1.8828 1.5778 -0.2591
H21 -0.8475 2.0266 -2.3522
C9 3.8353 0.3195 -1.0357
C10 7.2867 -0.2644 0.3910
C11 1.8065 2.9017 -0.0103
H22 -5.8691 -0.1623 -0.2586
H23 -5.1322 -0.9962 1.6369
H24 4.0892 1.2192 -1.6007
C12 6.3941 -2.3775 -0.2938
C13 2.4477 -0.4640 0.9360
C14 -1.2425 1.9374 -1.3485
H25 -2.6811 1.6367 2.1906
H26 -3.4479 -1.4100 3.4022
H27 -4.7862 0.5751 -1.4347
H28 -2.2236 -0.5707 2.4465
C15 -5.6505 -1.7831 -2.4785
H29 -3.6399 -1.6526 -1.7211
C16 5.0935 -0.3729 -0.5997
C17 -4.6600 -1.5779 -1.3399
H30 3.2731 -1.0736 1.2934
C18 7.4212 -1.6371 0.2645
H31 -5.5084 -2.7585 -2.9373
C19 -0.6729 2.6741 -0.3176
C20 -4.2455 -0.3637 1.7135
C21 -4.8559 -0.2091 -0.6760
H32 4.4394 -2.3330 -1.1571
C22 -2.3061 1.0867 -1.1222
C23 -3.1292 -1.1746 2.3845

Löwdin atomic charges, in units of e: -0.0186 0.1173 -0.0389 -0.1028 -0.0265 0.1161 -0.0583 0.0812 0.0987 0.0632 0.0972 0.1254 0.1182 0.1336 0.1416 0.0694 0.0580 0.1228 -0.3534 0.0722 -0.2239 0.0695 0.1016 -0.1123 -0.0533 0.0718 0.0998 0.0807 0.1247 0.1004 0.0974 0.1151 -0.1084 -0.0829 -0.4888 0.1256 0.1214 0.1252 -0.0876 -0.0320 -0.0546 0.1017 0.1093 0.1196 0.0919 -0.1097 0.1033 -0.2457 -0.2457 0.0773 -0.0975 0.0697 -0.2661 -0.1847 -0.1911 0.1107 -0.0172 -0.2317